# 1
The following is a DFT calculation (ωB97M-V/def2-TZVPD) of a molecular structure, C25H36FeN4O5S2.

Results
Multiplicity: 2
E_LUMO (spin up / spin down), eV: 0.74 / 0.83
Gap between HOMO and LUMO (spin up / spin down), eV: 5.250 / 5.344
HOMO level (spin up / spin down), eV: -4.513 / -4.513
Total charge: -1

Cartesian coordinates (Å):
Fe: 1.0516 0.7756 -1.0541
C: 1.9773 1.0087 3.7203
C: 1.9203 0.8640 2.2259
N: 0.8471 0.8133 1.5298
O: -0.3820 0.9365 2.1558
C: 3.1361 0.7641 1.4499
C: 4.4933 0.8257 2.0958
N: 2.9575 0.6449 0.1714
O: 3.8488 0.4976 -0.7091
H: 0.9928 1.2707 4.1002
H: 2.6896 1.7782 4.0138
H: 2.2823 0.0616 4.1659
H: -0.9581 1.0878 1.3755
H: 4.6071 0.0774 2.8798
H: 4.6706 1.8077 2.5333
H: 5.2380 0.6518 1.3219
C: -3.0469 -2.7807 1.8040
C: -3.0504 -2.5326 0.2925
C: -4.3375 -3.0602 -0.3444
C: -1.8035 -3.1554 -0.3086
C: -1.7699 -4.5370 -0.4261
C: -0.6252 -5.2062 -0.8036
C: 0.5540 -4.4949 -0.9129
C: 0.5748 -3.1162 -0.7872
C: 1.9047 -2.4131 -0.7620
C: 2.5838 -2.6773 0.5847
C: 2.8328 -2.7891 -1.9112
C: -0.6326 -2.4105 -0.5990
N: -0.6440 -1.0232 -0.6150
C: -1.6464 -0.4034 -1.1692
C: -1.8660 0.9815 -1.0466
C: -2.9839 1.7348 -1.4625
C: -2.7187 3.0432 -1.1162
C: -1.4436 3.0527 -0.5055
N: -0.9469 1.8146 -0.4485
C: -0.7169 4.2464 0.0581
C: -1.3493 4.6303 1.4076
C: 0.7673 3.9405 0.2677
C: -0.8318 5.4234 -0.9172
H: -3.9419 -2.3517 2.2508
H: -2.1752 -2.3074 2.2494
H: -3.0157 -3.8439 2.0292
H: -3.0305 -1.4500 0.1625
H: -4.5283 -4.0901 -0.0522
H: -4.2673 -3.0200 -1.4286
H: -5.1889 -2.4600 -0.0298
H: -2.6602 -5.1142 -0.2182
H: -0.6435 -6.2763 -0.9475
H: 1.4761 -5.0260 -1.0903
H: 1.7133 -1.3376 -0.8427
H: 2.7771 -3.7423 0.7157
H: 1.9484 -2.3327 1.3977
H: 3.5305 -2.1442 0.6291
H: 3.1390 -3.8326 -1.8636
H: 3.7210 -2.1663 -1.8641
H: 2.3411 -2.5944 -2.8582
H: -2.3784 -0.9472 -1.7764
H: -3.8545 1.3517 -1.9618
H: -3.3535 3.8924 -1.2943
H: -1.2452 3.8157 2.1207
H: -2.4083 4.8530 1.2936
H: -0.8534 5.5105 1.8150
H: 0.9026 3.1556 1.0043
H: 1.2877 4.8356 0.6049
H: 1.2177 3.6106 -0.6681
H: -1.8675 5.7279 -1.0487
H: -0.4216 5.1349 -1.8815
H: -0.2658 6.2769 -0.5439
O: 1.1109 -0.3556 -2.9580
S: 0.6849 0.8265 -3.7417
O: 1.0479 0.7510 -5.1365
O: -0.7033 1.1557 -3.4807
S: 1.7254 2.3582 -2.8382

These are the Mulliken partial charges, in e, on atoms 1 to 4:
1 Fe 0.56
2 C -1.93
3 C 0.53
4 N 0.82


# 2
The following is a DFT calculation (ωB97M-V/def2-TZVPD) of a molecular structure, C3H12N2O2.

Results
E_LUMO, eV: -0.26
Gap between HOMO and LUMO, eV: 8.895
HOMO level, eV: -9.155
Energy above the lowest of the compared OMol25 structures with the same formula, charge and spin, kcal/mol: 110.8

Cartesian coordinates (Å):
C: 2.0173 0.4033 1.2771
C: 2.3406 0.1577 -0.2163
N: 1.1208 0.0701 -1.0439
C: 0.4110 -1.1712 -0.7749
N: -0.8794 -1.1520 -0.3029
H: 1.4853 -0.4661 1.6461
H: 2.9827 0.4191 1.8564
H: 1.3755 1.2665 1.4679
H: 2.8640 -0.7607 -0.4593
H: 2.9057 0.9956 -0.5852
H: 0.4242 0.7423 -0.6660
H: 0.7727 -2.0452 -1.4285
H: -0.7213 -0.6257 -1.3491
H: -0.9075 0.0026 0.7314
H: -1.7275 1.4872 0.9826
O: -0.9262 0.9757 1.0881
H: -4.0489 -0.1089 -0.5242
H: -2.5462 -0.3414 -0.2409
O: -3.2190 0.3580 -0.3031

These are the natural (NBO) partial charges, in e, on atoms 1 to 4:
1 C -0.64
2 C -0.22
3 N -0.63
4 C 0.31


# 3
The following is a DFT calculation (ωB97M-V/def2-TZVPD) of a molecular structure, C36H37MgO4P2.

Results
E_LUMO, eV: 2.59
Gap between HOMO and LUMO, eV: 7.742
HOMO level, eV: -5.153
Total charge: -1
Energy above the lowest of the compared OMol25 structures with the same formula, charge and spin, kcal/mol: 4.0

Cartesian coordinates (Å):
Mg: -0.1322 0.0217 -0.1183
C: -6.6311 4.0993 0.0552
C: -6.0403 3.3089 -0.9243
C: -4.8953 2.5861 -0.6365
C: -4.3214 2.6217 0.6387
C: -4.9201 3.4208 1.6091
C: -6.0645 4.1557 1.3183
P: -2.7565 1.6893 0.8702
C: -2.5931 1.6353 2.6995
C: -3.5650 1.0847 3.5383
C: -3.3575 1.0167 4.9053
C: -2.1629 1.4753 5.4525
C: -1.1811 1.9992 4.6286
C: -1.4022 2.0841 3.2595
C: -3.2403 -0.0403 0.5203
C: -4.5554 -0.5025 0.5912
C: -4.8310 -1.8453 0.3815
C: -3.7838 -2.7124 0.1037
C: -2.4815 -2.2286 0.0279
C: -2.1451 -0.8789 0.2199
H: -7.5249 4.6686 -0.1687
H: -6.4717 3.2616 -1.9169
H: -4.4341 1.9769 -1.4067
H: -4.4904 3.4715 2.6014
H: -6.5144 4.7720 2.0876
H: -4.4831 0.6979 3.1117
H: -4.1190 0.5873 5.5459
H: -1.9917 1.3995 6.5197
H: -0.2270 2.3034 5.0370
H: -0.6216 2.4598 2.6097
H: -5.3699 0.1838 0.8021
H: -5.8506 -2.2099 0.4302
H: -3.9829 -3.7649 -0.0719
H: -1.7192 -2.9607 -0.2410
O: 1.8374 1.1817 3.3496
C: 1.8207 0.5639 2.2933
O: 0.7765 0.1608 1.6643
C: 3.1703 0.2167 1.6313
P: 3.1408 0.5516 -0.1788
C: 3.5633 2.3340 -0.2196
C: 4.1610 2.8722 -1.3610
C: 4.3690 4.2363 -1.4809
C: 3.9772 5.0940 -0.4613
C: 3.3850 4.5713 0.6777
C: 3.1782 3.2033 0.8008
C: 4.7692 -0.1595 -0.6657
C: 4.7658 -1.2274 -1.5593
C: 5.9555 -1.8328 -1.9481
C: 7.1619 -1.3710 -1.4471
C: 7.1780 -0.3035 -0.5559
C: 5.9906 0.2963 -0.1693
H: 3.3151 -0.8647 1.7219
H: 3.9835 0.7164 2.1567
H: 4.4624 2.2143 -2.1683
H: 4.8301 4.6315 -2.3778
H: 4.1291 6.1618 -0.5573
H: 3.0735 5.2298 1.4791
H: 2.7149 2.8238 1.7036
H: 3.8178 -1.5803 -1.9489
H: 5.9372 -2.6615 -2.6450
H: 8.0909 -1.8380 -1.7505
H: 8.1201 0.0605 -0.1644
H: 6.0066 1.1358 0.5164
C: 0.3477 3.3925 -1.9876
C: 0.0982 2.0198 -2.6314
C: -1.2053 2.0888 -3.4465
C: 1.2597 1.6814 -3.5783
O: -0.0177 1.0545 -1.6656
H: 0.3895 4.1915 -2.7345
H: 1.2905 3.3827 -1.4351
H: -0.4605 3.6027 -1.2833
H: -1.1515 2.8269 -4.2526
H: -2.0262 2.3526 -2.7757
H: -1.4164 1.1065 -3.8748
H: 1.3952 2.4449 -4.3511
H: 1.0666 0.7198 -4.0597
H: 2.1844 1.5951 -3.0038
O: 0.8834 -2.0800 0.1618
H: 0.9842 -1.6482 1.0306
H: 0.1163 -2.6574 0.2553

These are the Mulliken partial charges, in e, on atoms 1 to 4:
1 Mg 1.32
2 C -0.44
3 C -0.68
4 C -0.39


# 4
The following is a DFT calculation (ωB97M-V/def2-TZVPD) of 13 unconnected molecules or ions with the total composition C5H37N2O12S.

Results
E_LUMO, eV: 2.51
Gap between HOMO and LUMO, eV: 7.894
HOMO level, eV: -5.387
Total charge: -1
Energy above the lowest of the compared OMol25 structures with the same formula, charge and spin, kcal/mol: 63.4

Cartesian coordinates (Å):
C: -0.5697 0.3257 -0.8665
N: -1.9563 0.0599 -0.5254
C: -2.4351 0.8996 0.5526
C: -2.4686 0.2527 2.0109
S: -2.3740 1.6269 3.2743
C: -0.3940 0.5408 -2.4549
N: 0.7718 1.3894 -2.7071
C: -0.0594 -0.7849 -3.1160
H: -0.1115 1.0081 -0.1832
H: -0.0107 -0.6454 -0.6924
H: -2.2060 -0.9051 -0.4292
H: -1.7363 1.7508 0.6672
H: -3.4678 1.2402 0.4256
H: -1.5900 -0.3238 2.3193
H: -3.2642 -0.3988 2.3434
H: -1.1849 1.2068 -2.8673
H: 0.6672 2.2741 -2.2478
H: 1.6980 0.9840 -2.6682
H: 0.4355 -1.5577 -2.4634
H: 0.6831 -0.5821 -3.8795
H: -0.8940 -1.4392 -3.3294
H: 1.0362 4.0723 1.0591
H: -0.3870 3.8750 0.4674
O: 0.4434 3.4272 0.6506
H: 2.8175 -1.5168 1.4957
H: 0.9097 -1.6213 0.7402
O: 2.3867 -1.3243 0.6563
H: 3.4882 -1.4078 -1.7903
H: 2.8263 -0.6534 -0.7761
O: 3.2962 -0.4589 -1.6700
H: 3.9204 1.3149 0.9556
H: 2.7983 0.2097 0.7663
O: 3.1336 0.9805 1.4066
H: 1.7535 -4.1385 -0.8577
H: 2.1488 -2.6614 -0.4341
O: 2.3421 -3.4044 -1.0508
H: 3.3596 0.7595 -3.4495
H: 4.2254 1.0099 -2.3233
O: 4.0011 1.4278 -3.1889
H: -1.4799 -4.6394 0.1100
H: -0.5899 -3.6935 0.8010
O: -0.9947 -4.5890 0.9383
H: 1.8436 1.4287 2.9596
H: 1.5100 2.4240 1.9204
O: 1.4238 2.3043 2.8755
H: -2.6348 -2.2543 1.0443
H: -3.0426 -3.1432 -0.0771
O: -3.4450 -2.5904 0.6386
H: -0.1821 -2.0952 1.8500
H: -1.1331 2.1121 3.4131
O: -0.0617 -2.0266 0.8952
H: -1.3797 4.8391 -1.7895
H: -2.0825 3.6891 -0.9257
O: -1.6501 4.5489 -0.9165
H: -0.9590 -2.5058 -0.4240
H: -0.9410 -2.6772 -1.8430
O: -1.6007 -2.8497 -1.1524

These are the natural (NBO) partial charges, in e, on atoms 1 to 4:
1 C -0.24
2 N -0.67
3 C -0.22
4 C -0.51


The max |F| results, record by record, are as follows: 2.44 4.99 0.54 3.88 eV/Å.